This record from OMol25 describes C31H25AuN4O3PS2 as an isolated structure. The level of theory is ωB97M-V/def2-TZVPD.

Values from the calculation:
- E (eV) = -79301.210
- energy above the lowest of the compared OMol25 structures with the same formula, charge and spin (kcal per mole) = 14.3
- total charge = +1
- HOMO energy (eV) = -11.396
- orbital gap (eV) = 6.57
- max |F| (eV Å⁻¹) = 1.4
- spin multiplicity = 1

Each line ends with the Löwdin charge.
CARTESIAN COORDINATES (ANGSTROEM)
Au -0.2018 -0.0994 -0.2574  0.8897
N -4.4159 -0.5778 -0.0274  0.1068
C -3.2151 0.0054 -0.1766  -0.7830
S -2.1120 -0.8911 -1.2385  0.7429
N -2.9538 1.1414 0.3523  0.0351
N -1.6637 1.5691 0.0476  -0.0710
C -1.4273 2.8268 -0.0120  -0.1570
C -2.4486 3.8664 0.2419  -0.2018
C -3.5507 3.9938 -0.5967  -0.0275
C -4.4932 4.9773 -0.3463  -0.0633
C -4.3481 5.8184 0.7483  -0.0670
C -3.2531 5.6858 1.5900  -0.0608
C -2.2956 4.7171 1.3320  -0.0319
C -0.0263 3.2068 -0.3303  -0.2081
C 0.3332 4.5257 -0.5510  0.0120
C 1.6625 4.8103 -0.8355  -0.0263
C 2.5699 3.7702 -0.8953  -0.0153
C 2.1169 2.4734 -0.6793  -0.0922
N 0.8487 2.1955 -0.3989  0.0592
H -4.6174 -1.4724 -0.4341  0.0901
H -5.1690 -0.0349 0.3630  0.1179
H -3.6664 3.3287 -1.4421  0.1180
H -5.3458 5.0874 -1.0024  0.1093
H -5.0897 6.5804 0.9463  0.1097
H -3.1409 6.3388 2.4447  0.1107
H -1.4363 4.6147 1.9828  0.1263
H -0.4055 5.3118 -0.5036  0.1212
H 1.9750 5.8310 -1.0094  0.1191
H 3.6153 3.9382 -1.1090  0.1186
H 2.8025 1.6429 -0.7349  0.0780
O 4.0229 0.0650 0.6252  -0.2654
S 2.8156 -0.6719 0.4096  0.4592
O 1.6608 -0.3076 1.2763  -0.4108
O 2.3527 -0.7470 -0.9975  -0.4076
C 2.9900 -2.3743 0.8220  -0.2644
C 4.0956 -2.9333 1.4200  -0.0176
C 4.0690 -4.2887 1.7357  -0.0376
C 2.9384 -5.0409 1.4748  -0.0458
C 1.8179 -4.4581 0.8919  -0.0644
C 1.8488 -3.1145 0.5378  -0.2907
P 0.3809 -2.4282 -0.3126  1.0273
C -0.9308 -3.2256 0.6374  -0.4083
C -1.9601 -3.9678 0.0652  -0.1149
C -2.9232 -4.5480 0.8773  -0.0637
C -2.8762 -4.3633 2.2523  -0.0585
C -1.8666 -3.5983 2.8217  -0.0529
C -0.8874 -3.0375 2.0190  -0.0809
C 0.3899 -2.9801 -2.0199  -0.3630
C 0.5539 -2.0663 -3.0558  -0.1122
C 0.6052 -2.5138 -4.3663  -0.0499
C 0.5064 -3.8694 -4.6421  -0.0525
C 0.3633 -4.7856 -3.6085  -0.0555
C 0.3105 -4.3458 -2.2971  -0.0824
H 4.9569 -2.3149 1.6310  0.1256
H 4.9289 -4.7519 2.1998  0.1177
H 2.9131 -6.0905 1.7343  0.1156
H 0.9309 -5.0584 0.7380  0.1095
H -2.0110 -4.0977 -1.0074  0.0984
H -3.7105 -5.1441 0.4361  0.1116
H -3.6286 -4.8172 2.8836  0.1127
H -1.8362 -3.4474 3.8919  0.1144
H -0.0893 -2.4574 2.4701  0.1185
H 0.6733 -1.0118 -2.8448  0.0824
H 0.7366 -1.8025 -5.1696  0.1151
H 0.5524 -4.2159 -5.6656  0.1141
H 0.2970 -5.8434 -3.8220  0.1139
H 0.2107 -5.0694 -1.4986  0.1037

=====

This record from OMol25 describes a 2-piece molecular cluster, C9H11O3 overall. The level of theory is ωB97M-V/def2-TZVPD.

Values from the calculation:
- E (eV) = -15655.374
- energy above the lowest of the compared OMol25 structures with the same formula, charge and spin (kcal per mole) = 21.4
- total charge = -1
- HOMO energy (eV) = -4.608
- orbital gap (eV) = 7.74
- max |F| (eV Å⁻¹) = 3.1
- spin multiplicity = 1

Each line ends with the Löwdin charge.
CARTESIAN COORDINATES (ANGSTROEM)
C 2.3384 -3.9455 -0.1366  -0.0365
C 0.7518 -4.1548 -0.0673  -0.7039
O 0.0948 -3.3657 0.6504  -0.0532
O 0.4072 -5.1300 -0.7442  -0.0531
H 2.8361 -4.3229 0.7516  0.0454
H 2.6727 -2.9271 -0.3507  0.0481
H 2.6868 -4.5559 -0.9886  0.0504
C -1.1684 4.0362 -0.7849  -0.0985
C -0.4901 0.1028 0.7685  -0.3561
C -1.3139 0.2352 -0.3220  -0.0274
C 0.1994 1.2607 1.2981  -0.0168
C -1.5873 1.5411 -0.7381  -0.0726
C -0.0845 2.5233 0.8678  -0.0739
C -0.9956 2.6831 -0.1985  -0.3261
O 0.0749 -1.0104 1.1986  -0.0134
H 0.0305 -1.9810 0.7423  0.0527
H -1.7435 -0.6739 -0.8080  0.1282
H 0.9096 1.0449 2.0882  0.1053
H -2.2907 1.8037 -1.5227  0.0959
H 0.3545 3.4714 1.1428  0.0991
H -0.2971 4.4298 -1.2975  0.0681
H -1.4903 4.7347 0.0169  0.0806
H -1.8953 4.2005 -1.5660  0.0579

=====

This record from OMol25 describes a 5-piece molecular cluster, C15H35N5O5 overall. The level of theory is ωB97M-V/def2-TZVPD.

Values from the calculation:
- E (eV) = -33812.343
- energy above the lowest of the compared OMol25 structures with the same formula, charge and spin (kcal per mole) = 12.9
- total charge = 0
- HOMO energy (eV) = -9.295
- orbital gap (eV) = 9.66
- max |F| (eV Å⁻¹) = 1.4
- spin multiplicity = 1

Each line ends with the Löwdin charge.
CARTESIAN COORDINATES (ANGSTROEM)
C -27.4881 35.5918 -7.9663  -0.0685
N -26.2556 36.1795 -8.4536  0.0174
C -24.9676 35.8154 -8.2331  -0.5533
C -24.6770 34.7200 -7.2557  -0.0088
O -24.0681 36.3334 -8.8754  0.0268
H -28.0703 36.3698 -7.4628  0.0876
H -27.3151 34.8122 -7.2285  0.0651
H -28.0959 35.2072 -8.7839  0.0699
H -26.2780 36.8378 -9.2182  0.1358
H -24.7737 33.7449 -7.7301  0.1019
H -25.4310 34.8409 -6.4723  0.0663
H -23.7089 34.8061 -6.7805  0.0411
C -22.2111 36.6741 -5.7824  -0.0790
N -21.1881 37.5174 -5.1942  0.0049
C -21.4112 38.2820 -4.0913  -0.5680
C -20.1895 38.9734 -3.5392  -0.0059
O -22.5094 38.3974 -3.5861  0.0438
H -23.1345 37.2466 -5.8600  0.0918
H -22.3767 35.7740 -5.1895  0.0772
H -21.9160 36.4869 -6.8142  0.0772
H -20.2406 37.3888 -5.5001  0.1244
H -19.2531 38.6200 -3.9627  0.0694
H -20.1598 38.9230 -2.4543  0.0816
H -20.3359 40.0300 -3.7825  0.0884
C -21.0460 33.7739 -8.2220  -0.0687
N -19.8456 33.7666 -9.0522  -0.0091
C -19.3009 34.8878 -9.5935  -0.5587
C -18.3293 34.6588 -10.7263  -0.0073
O -19.7102 35.9939 -9.2973  0.0481
H -21.4558 32.7744 -8.3404  0.0822
H -21.7386 34.5198 -8.6138  0.0749
H -20.8192 34.0505 -7.1906  0.0772
H -19.3669 32.8915 -9.1698  0.1217
H -18.1686 33.6001 -10.9550  0.0690
H -17.3363 35.0108 -10.4367  0.0824
H -18.6505 35.1152 -11.6568  0.0849
C -24.5218 33.0152 -4.3089  -0.0725
N -25.0409 31.7529 -4.7857  0.0099
C -26.1803 31.6632 -5.5263  -0.5525
C -26.5516 30.2901 -6.0347  -0.0034
O -26.9453 32.6003 -5.6958  0.0267
H -25.3092 33.7560 -4.3565  0.0824
H -23.6136 33.3071 -4.8435  0.0702
H -24.1561 32.9058 -3.2835  0.0841
H -24.4180 30.9739 -4.9156  0.1265
H -27.0802 30.3882 -6.9754  0.0826
H -27.1996 29.8187 -5.2929  0.0892
H -25.7055 29.6026 -6.1214  0.0733
C -30.8692 40.4750 -9.4684  -0.0712
N -30.3679 39.1691 -9.8885  -0.0099
C -31.0008 38.0469 -9.4627  -0.5603
C -30.3522 36.7406 -9.9032  -0.0045
O -31.9570 38.1034 -8.7125  0.0468
H -30.6869 40.5418 -8.3954  0.0868
H -31.9493 40.4977 -9.6145  0.0826
H -30.4188 41.3156 -9.9826  0.0794
H -29.7023 39.1349 -10.6393  0.1257
H -30.5032 35.9717 -9.1539  0.0797
H -29.3046 36.9963 -10.0540  0.0606
H -30.8153 36.3951 -10.8279  0.0843